Entry 1:
Formula: C2H7N2S
Source: the Open Molecules 2025 dataset
Level of theory: ωB97M-V/def2-TZVPD

The geometry in XYZ format:
```
12
Properties=species:S:1:pos:R:3:lowdin_charge:R:1
C -2.78 0.59 0.36 -0.35
C 2.79 0.17 -0.72 -0.48
N -1.58 0.39 0.19 0.17
N -3.66 0.99 -0.54 0.14
S 2.75 -0.78 0.72 0.88
H -3.25 0.38 1.36 0.17
H 3.72 0.59 -0.98 0.05
H 1.91 0.80 -0.69 0.04
H 2.68 -0.66 -1.45 0.07
H -1.01 0.01 0.94 0.07
H -4.63 0.79 -0.45 0.11
H -3.56 1.60 -1.35 0.13
```

The calculation puts the energy above the lowest of the compared OMol25 structures with the same formula, charge and spin at 5.2074 eV. As for the total charge: +1. As for the LUMO energy (spin up / spin down): -7.09 / -9.34 eV. The calculation puts the HOMO energy (spin up / spin down) at -14.31 / -12.39 eV. The value obtained for the frontier orbital gap (spin up / spin down) is 7.22 / 3.05 eV. The calculation puts the calculated total energy at -587.67863 a.u.

Entry 2:
Formula: C2H7N2S
Source: the Open Molecules 2025 dataset
Level of theory: ωB97M-V/def2-TZVPD

The geometry in XYZ format:
```
12
Properties=species:S:1:pos:R:3:lowdin_charge:R:1
C 0.31 -0.14 0.26 -0.30
C 0.87 0.42 -0.95 -0.39
N 0.63 -1.17 0.97 0.19
N -1.41 0.64 0.80 0.11
S -0.42 -0.49 -1.91 0.88
H 0.81 1.49 -1.09 0.10
H 1.85 0.03 -1.21 0.10
H 1.45 -1.72 0.75 0.16
H -0.02 -1.55 1.65 0.15
H -1.25 1.63 0.66 0.04
H -1.42 0.46 1.80 0.04
H -1.41 0.39 -1.73 -0.09
```

The calculation puts the energy above the lowest of the compared OMol25 structures with the same formula, charge and spin at 3.1685 eV. As for the total charge: +1. As for the LUMO energy: -4.46 eV. The calculation puts the HOMO energy at -14.26 eV. The value obtained for the frontier orbital gap is 9.81 eV. The calculation puts the calculated total energy at -587.75356 a.u.